1.
C13H6IrN3OS3 | ωB97M-V/def2-TZVPD

The geometry in XYZ format:
```
27
Properties=species:S:1:pos:R:3:forces:R:3
Ir 0.042303 0.334695 -0.554423 -0.56 1.69 0.47
O -0.128199 0.590249 -2.778218 0.61 -1.29 2.33
N -0.669838 1.680286 -3.243967 -0.80 1.67 0.04
C -0.762168 1.808791 -4.582016 -0.03 0.03 -0.68
C -1.312134 2.917480 -5.173138 0.06 -0.16 0.20
C -1.814434 3.934724 -4.363454 0.06 -0.12 0.30
C -1.718746 3.796008 -3.000134 0.00 0.03 -0.30
C -1.127921 2.666371 -2.426230 0.13 -0.16 -0.05
S -0.984995 2.569148 -0.713083 1.08 -2.48 0.22
H -0.375082 0.972766 -5.142922 0.06 -0.06 0.09
H -1.352848 2.990912 -6.247376 0.02 -0.12 -0.07
H -2.271777 4.809501 -4.795424 -0.03 0.11 -0.04
H -2.087060 4.548529 -2.323538 -0.06 0.13 0.05
S 1.937611 0.099196 0.907838 -2.54 -0.02 -1.83
C 1.357415 -1.154620 1.959356 -0.52 -0.45 0.64
C 2.290083 -1.782681 2.788592 -0.28 0.00 0.13
C 1.901664 -2.738687 3.715292 -0.84 0.36 -0.52
C 2.862603 -3.352545 4.549707 0.34 -0.21 0.21
N 3.652300 -3.855443 5.210439 0.28 -0.15 0.24
C 0.534667 -3.081268 3.826792 0.43 0.63 -0.67
C -0.392438 -2.483307 2.987974 0.29 0.11 0.18
C -0.007807 -1.523287 2.051001 0.69 -0.14 0.43
S -1.267359 -0.824202 1.087306 1.83 1.24 -1.93
C 0.091610 -3.990874 4.813509 -0.12 -0.28 0.34
N -0.291696 -4.688263 5.638105 -0.13 -0.29 0.23
H 3.330365 -1.500035 2.721371 0.09 -0.02 0.00
H -1.436118 -2.743443 3.086641 -0.08 -0.05 -0.02
```
Forces are in eV/Å.

- energy relative to the best compared isomer or geometry (same formula, charge and spin) (eV) = 1.241

2.
C50H58GeIN6P2Zn | ωB97M-V/def2-TZVPD

The geometry in XYZ format:
```
119
Properties=species:S:1:pos:R:3:forces:R:3
Zn 10.863140 -18.161259 -1.406214 -0.79 1.91 -0.10
C 13.163830 -23.521263 3.831684 -1.32 -1.05 0.54
N 14.532138 -23.140874 4.071366 1.13 0.68 -0.36
C 15.456954 -22.859351 3.009582 -0.27 -0.39 -0.76
P 15.491413 -21.036618 2.452184 -1.37 0.39 0.91
C 16.449497 -21.100150 0.967205 0.91 0.41 -0.43
C 17.316046 -20.040568 0.621305 0.64 -0.56 -1.50
C 18.190292 -20.213276 -0.490941 -0.48 0.49 0.56
C 18.177748 -21.377713 -1.257356 -0.13 0.46 0.35
C 17.252924 -22.346290 -0.919808 -0.33 -1.09 -1.12
C 16.392459 -22.219681 0.167020 0.54 -0.35 -1.22
C 16.785812 -20.450485 3.590565 -0.37 -0.56 -0.22
C 17.971673 -21.169586 3.613922 0.48 0.50 0.72
C 18.762371 -21.059909 4.760388 1.06 -0.56 -0.67
C 18.416595 -20.260738 5.823873 -0.45 0.88 0.41
C 17.252441 -19.502857 5.718984 0.04 0.52 0.91
C 16.451056 -19.563858 4.610993 0.22 -0.52 -0.87
C 14.934842 -23.209406 5.428648 -0.44 0.95 0.89
C 14.359800 -22.351107 6.427424 0.75 -0.54 -1.22
C 14.702970 -22.497917 7.759177 -0.21 0.82 -0.14
C 15.545787 -23.512821 8.135742 0.84 -1.53 0.32
C 16.083955 -24.383225 7.194732 0.61 -0.49 -0.95
C 15.871266 -24.152946 5.834159 -0.61 0.13 0.11
P 12.231027 -23.539414 2.156404 1.84 1.19 0.04
C 10.458684 -23.388506 2.531564 -2.22 -0.55 0.68
C 9.576358 -22.625816 1.684279 1.63 -1.05 0.70
C 8.201840 -22.567236 1.951140 0.19 0.71 -0.98
C 7.613704 -23.229267 3.006876 0.89 -0.92 -0.01
C 8.447688 -24.060154 3.781741 0.01 0.65 -0.97
C 9.814488 -24.135268 3.574194 0.59 0.92 -0.56
C 12.521426 -25.224233 1.555927 0.50 -0.93 -0.39
C 11.828558 -25.539596 0.350979 1.19 -0.29 1.11
C 12.249186 -26.626726 -0.402117 -0.14 0.01 0.28
C 13.220259 -27.531171 0.043205 -0.52 1.40 -0.19
C 13.847079 -27.238246 1.240691 -0.08 -0.97 0.00
C 13.579954 -26.097975 1.982899 -1.29 0.43 -0.22
H 12.581364 -22.839837 4.424310 -0.86 0.24 0.28
H 13.040378 -24.525025 4.296861 -0.28 0.31 -0.19
H 15.096824 -23.457296 2.181426 -0.20 0.19 -0.61
H 16.463413 -23.280717 3.128526 -0.01 0.32 0.57
H 17.265730 -19.076224 1.134454 0.21 -0.47 0.04
H 18.877199 -19.434975 -0.834741 -0.34 0.05 0.47
H 18.829542 -21.447781 -2.136302 -0.31 -0.16 0.44
H 17.130537 -23.221511 -1.592501 0.15 0.56 0.63
H 15.652646 -23.000639 0.273957 -0.01 0.05 0.34
H 18.280111 -21.726967 2.718227 -0.11 -0.04 0.68
H 19.715562 -21.575120 4.820836 -0.04 -0.13 -0.15
H 19.071971 -20.099261 6.693125 -0.36 -0.44 -0.46
H 16.919703 -18.857697 6.521941 0.31 0.12 0.15
H 15.608878 -18.911082 4.446828 -0.38 -0.10 0.38
H 13.779226 -21.497321 6.097837 -0.26 -0.19 0.01
H 14.365791 -21.763774 8.494064 -0.04 -0.29 -0.21
H 15.854438 -23.697075 9.152860 -0.31 0.25 0.32
H 16.671338 -25.304685 7.411476 -0.27 1.12 0.39
H 16.380578 -24.698687 5.051163 -0.05 -0.40 0.14
H 10.036966 -22.180086 0.786164 -0.51 0.09 0.57
H 7.580532 -22.000820 1.249177 0.25 -0.12 0.36
H 6.532643 -23.207679 3.110612 0.21 -0.01 0.24
H 8.055662 -24.757539 4.464299 -0.71 -0.43 1.07
H 10.380586 -24.757795 4.272243 0.05 0.08 -0.45
H 11.006092 -24.905774 0.030907 0.23 -0.02 -0.14
H 11.800973 -26.738596 -1.360746 -0.38 -0.38 -0.62
H 13.493361 -28.371042 -0.575180 0.04 -0.18 0.11
H 14.477478 -28.022643 1.637419 0.48 0.28 0.16
H 14.135127 -26.024413 2.922934 -0.36 0.59 -0.27
I 12.879588 -20.774119 -2.295702 0.33 -0.47 -0.51
C 12.100449 -19.453540 -0.815040 1.57 -0.98 0.40
H 11.569604 -20.131134 -0.159637 0.05 -0.21 0.42
H 13.012356 -19.108090 -0.299186 -0.42 -0.18 -0.09
N 9.090564 -16.373052 5.554337 0.09 -0.11 -1.43
C 9.262416 -16.441381 4.405674 -0.61 0.78 1.28
C 9.598383 -16.564205 3.006784 -0.70 0.43 1.63
C 8.906986 -16.034589 1.928309 -0.40 0.80 -1.32
C 9.327526 -16.418009 0.642284 -0.36 0.17 0.89
C 10.466906 -17.194158 0.402821 -0.56 -0.05 -0.47
C 11.144044 -17.606993 1.530488 1.17 -0.53 1.05
C 10.705376 -17.334142 2.838183 2.33 -1.86 -0.64
H 8.122280 -15.247117 2.012576 0.42 -1.06 0.29
H 8.703750 -16.148439 -0.199529 -0.06 0.37 -0.15
H 12.076064 -18.206177 1.403877 -0.78 0.42 0.29
H 11.259776 -17.797346 3.709165 -0.84 0.75 -1.01
C 6.186270 -17.440783 -1.845596 0.45 -0.16 -0.02
Ge 7.659160 -18.736864 -1.974912 1.62 -0.35 -1.27
C 7.233295 -20.312410 -3.175373 0.31 -0.27 1.20
C 7.780740 -19.781264 -0.320853 0.35 -1.20 -0.64
C 9.394126 -18.032843 -2.712465 -1.00 -1.40 -1.49
H 5.599833 -17.791139 -0.983402 0.13 0.90 -0.03
H 5.574316 -17.581073 -2.715391 -0.45 -0.02 -0.57
H 6.566278 -16.392647 -1.884730 -0.47 -0.81 0.64
H 6.769020 -21.036042 -2.465712 -0.34 0.38 -0.90
H 8.099091 -20.865802 -3.587002 -0.12 0.70 0.22
H 6.614774 -19.971371 -3.988482 -0.55 -0.30 -0.29
H 7.944775 -19.254050 0.588619 0.02 0.51 0.79
H 8.653275 -20.467660 -0.469523 -0.58 0.45 0.11
H 6.879860 -20.431065 -0.258168 0.42 0.49 0.09
H 9.255593 -17.115573 -3.305947 -0.17 0.08 0.51
H 9.558959 -18.806189 -3.548421 -0.09 0.85 1.05
C 13.682669 -16.467501 -2.074852 0.47 -0.89 -1.17
N 14.515042 -15.337803 -2.490586 -0.99 1.15 -1.81
C 14.075159 -14.128903 -1.790169 -0.75 0.89 0.36
N 12.571840 -13.888410 -1.906874 0.92 0.15 -1.35
C 11.871124 -15.133356 -1.543038 0.22 0.43 0.03
N 12.263833 -16.296586 -2.354326 -0.67 0.89 0.61
C 11.923224 -15.928576 -3.750268 -0.37 -1.08 -0.19
N 12.694773 -14.799175 -4.200773 1.72 1.11 0.43
C 14.144522 -15.089567 -3.966271 -0.16 -1.44 0.84
C 12.306681 -13.611160 -3.336065 0.45 -1.09 -0.34
H 13.784471 -16.569133 -0.998071 0.06 -0.44 0.11
H 14.041303 -17.359721 -2.635346 -0.10 0.35 0.64
H 14.653362 -13.204690 -2.113257 -0.83 -1.13 -0.07
H 14.271516 -14.193149 -0.720124 0.07 -0.40 0.10
H 10.821489 -15.004585 -1.787446 -0.34 0.25 0.79
H 12.120497 -15.287176 -0.484226 -0.65 -0.32 -0.28
H 10.858447 -15.627886 -3.875685 0.52 -0.40 0.71
H 12.008103 -16.840852 -4.380831 0.46 0.64 0.17
H 14.792220 -14.306616 -4.304198 0.05 0.71 -0.31
H 14.418622 -16.016811 -4.524020 -0.30 0.60 0.37
H 11.250907 -13.422724 -3.590457 0.24 0.01 0.62
H 12.897844 -12.736640 -3.615753 0.00 -0.12 -0.20
```
Forces are in eV/Å.

- net charge = -1

3.
C5H7NO | ωB97M-V/def2-TZVPD

The geometry in XYZ format:
```
14
Properties=species:S:1:pos:R:3:forces:R:3
C 1.691749 0.927087 -0.414151 0.06 0.05 -0.02
C 0.584029 -0.073527 -0.219801 0.05 -0.19 0.05
C -0.818269 0.179224 -0.730446 -0.03 0.00 -0.02
C -1.920424 -0.069701 0.288879 -0.01 -0.08 0.26
O -1.766498 -0.446019 1.426839 -0.08 0.37 -0.51
C 0.691366 -1.153056 0.516889 -0.22 -0.06 0.19
N 0.536379 -2.122182 1.259766 -0.11 0.65 -0.24
H 2.637146 0.541721 -0.021166 -0.16 0.07 -0.05
H 1.475240 1.874582 0.096164 -0.01 -0.13 -0.09
H 1.840303 1.145641 -1.478328 -0.01 -0.01 0.14
H -0.003078 -1.697112 2.035475 0.43 -0.64 0.28
H -0.916544 1.222825 -1.060775 -0.01 -0.12 0.04
H -1.084244 -0.429871 -1.606774 0.03 0.09 0.02
H -2.947158 0.100388 -0.092572 0.06 0.02 -0.05
```
Forces are in eV/Å.

- energy relative to the best compared isomer or geometry (same formula, charge and spin) (eV) = 2.104
- structure (SMILES) = CC(=C=N)CC=O

| no. | lowest unoccupied orbital energy (eV) | orbital gap (eV) | E (eV) |
| --- | --- | --- | --- |
| 1 | -1.954 | 6.39 | -55438.681 |
| 2 | 2.177 | 6.73 | -193340.170 |
| 3 | 0.823 | 9.43 | -8834.099 |